85
Properties=species:S:1:pos:R:3 method="wB97M-V/def2-TZVPD" homo_ev=-7.0 e_above_lowest_ev=0.792 lumo_energy_ha=0.0916 charge=-1 spin_multiplicity=1
As -0.236 0.138 -0.096
F -0.546 0.140 -1.887
F -1.463 -1.202 0.154
F 0.056 0.087 1.676
F 0.973 1.458 -0.178
F -1.542 1.345 0.172
F 1.055 -1.028 -0.384
C -4.513 -2.965 0.052
O -3.765 -2.205 -0.869
H -4.713 -2.370 0.942
H -5.463 -3.291 -0.372
H -4.073 -3.926 0.318
H -2.968 -1.917 -0.417
C 3.743 -0.621 1.280
O 3.031 -1.889 1.139
H 4.645 -0.785 1.871
H 3.908 -0.178 0.299
H 3.037 0.092 1.705
H 2.177 -1.670 0.758
C -5.075 0.773 1.611
O -5.006 0.086 2.833
H -4.175 1.321 1.336
H -5.259 0.070 0.798
H -5.883 1.501 1.546
H -5.822 -0.389 3.004
C 0.535 -2.083 3.352
C -0.260 -1.544 4.445
C 0.558 -1.179 5.720
O -0.873 -0.361 4.094
H 0.972 -3.067 3.523
H 1.303 -1.329 3.179
H -0.155 -2.266 2.529
H -1.082 -2.196 4.741
H -0.065 -0.827 6.542
H 1.252 -0.354 5.557
H 1.157 -2.029 6.046
H -0.542 -0.080 3.238
C 1.724 -4.807 -0.424
C 0.333 -4.578 0.206
C -0.772 -4.305 -0.851
O 0.074 -5.781 0.787
H 2.125 -3.930 -0.932
H 1.799 -5.640 -1.124
H 2.484 -5.050 0.318
H 0.357 -3.812 0.980
H -0.508 -3.420 -1.430
H -1.711 -4.068 -0.351
H -0.944 -5.159 -1.505
H 0.825 -6.040 1.325
C 0.817 3.677 -3.430
C -0.674 3.427 -3.747
C -1.636 3.587 -2.603
O -1.153 4.362 -4.691
H 1.368 3.735 -4.368
H 1.222 2.888 -2.797
H 0.871 4.634 -2.911
H -0.775 2.405 -4.111
H -2.694 3.519 -2.855
H -1.566 4.575 -2.148
H -1.513 2.803 -1.856
H -0.599 4.279 -5.470
C -0.444 4.377 2.057
C 0.636 4.881 1.067
C 1.325 6.144 1.577
O 1.536 3.900 0.769
H -0.925 3.525 1.578
H -1.204 5.143 2.216
H -0.018 4.071 3.013
H 0.163 5.177 0.131
H 2.064 6.470 0.845
H 1.703 5.957 2.582
H 0.685 7.023 1.502
H 1.063 3.068 0.699
C 2.333 -0.858 -5.076
C 2.393 -1.571 -3.708
C 3.012 -0.746 -2.595
O 1.065 -1.908 -3.287
H 3.328 -0.530 -5.374
H 1.661 -0.012 -4.932
H 2.008 -1.602 -5.803
H 2.940 -2.507 -3.828
H 3.007 -1.247 -1.627
H 2.499 0.192 -2.387
H 4.026 -0.414 -2.819
H 0.765 -1.098 -2.869